1.
Here is C15H30BF4NOP2Zr as an isolated structure from the OMol25 dataset. Energies are from ωB97M-V/def2-TZVPD.

## Properties
energy above the lowest of the compared OMol25 structures with the same formula, charge and spin = 28.0 kcal per mole
electronic energy = -50987.9834 eV
gap between HOMO and LUMO (spin up / spin down) = 4.6985 / 4.6914 eV

CARTESIAN COORDINATES (ANGSTROEM)
Zr 1.017 0.278 1.506
P 3.440 -0.367 0.740
P -3.147 -1.271 -1.146
F 0.642 0.177 5.423
F -0.454 0.502 3.351
F 1.114 -1.159 3.539
F 1.763 1.041 3.496
O -0.324 -1.090 0.758
N 0.736 1.848 0.403
C -1.882 -2.594 1.734
C -0.456 -3.194 -0.341
C 3.779 -2.038 0.087
C -0.037 3.626 -2.704
C 0.477 2.664 -1.849
C -0.664 4.771 -2.193
C -0.261 4.012 0.072
C 0.348 2.811 -0.425
C 4.731 -0.163 2.011
C -4.314 -1.826 -2.397
C -1.885 -0.258 -1.938
C -0.763 4.960 -0.804
C -4.021 -0.277 0.075
C 4.036 0.713 -0.613
C -1.131 -2.156 0.512
B 0.726 0.103 4.110
H -2.516 -3.467 1.531
H -4.021 -0.773 1.054
H 2.895 -2.675 0.231
H 4.284 0.103 -1.489
H 0.496 -3.518 0.110
H 5.350 -1.066 2.069
H -1.183 -2.867 2.539
H 4.265 0.012 2.988
H -5.059 -0.159 -0.265
H -5.292 -1.365 -2.204
H -1.070 5.518 -2.877
H -3.551 0.712 0.165
H 3.252 1.430 -0.885
H -2.185 0.800 -1.922
H 4.629 -2.485 0.619
H -0.929 -0.353 -1.409
H -1.086 -4.085 -0.460
H -4.400 -2.919 -2.332
H 0.971 1.761 -2.218
H -0.239 -2.782 -1.336
H -2.512 -1.778 2.108
H 4.003 -1.984 -0.986
H -3.952 -1.543 -3.394
H -1.765 -0.577 -2.984
H 4.925 1.263 -0.283
H -2.637 -2.479 -0.507
H -0.325 4.124 1.157
H -1.236 5.859 -0.407
H 5.365 0.697 1.764
H 0.053 3.485 -3.781

Here are the Mulliken charges for atoms 1 to 8, given in e: Zr 1.005; P 1.144; P 1.427; F -0.231; F -0.327; F -0.342; F -0.399; O 0.012

=====

2.
Here is C20H24B2CrN2O28 as an isolated structure from the OMol25 dataset. Energies are from ωB97M-V/def2-TZVPD.

## Properties
<S²> = 6.003
electronic energy = -111223.8872 eV
gap between HOMO and LUMO (spin up / spin down) = 6.6234 / 6.6530 eV
multiplicity = 5
net charge = -2

CARTESIAN COORDINATES (ANGSTROEM)
Cr -20.170 12.639 2.213
O -17.832 12.711 2.710
O -21.728 14.286 5.693
O -14.938 17.326 -2.425
O -20.777 4.419 0.436
O -22.941 15.999 2.671
O -18.632 16.349 2.999
O -16.208 16.451 -0.775
O -18.387 15.503 -0.324
O -17.364 18.806 -3.023
O -16.944 13.948 4.254
O -19.521 10.541 2.484
O -19.689 13.784 6.185
O -20.458 13.386 4.207
O -20.777 6.139 -1.981
O -20.003 8.601 1.496
O -23.630 10.822 4.314
O -15.721 12.578 3.126
O -17.872 7.793 1.105
O -19.572 7.485 -0.640
O -19.658 14.321 1.052
O -16.722 9.510 1.989
O -18.107 17.809 -1.135
O -21.472 12.436 -1.750
O -22.043 11.334 2.852
O -22.248 13.991 1.979
O -20.656 11.874 0.273
O -17.627 17.140 1.141
O -19.729 6.206 1.307
N -20.594 13.840 5.378
N -16.817 13.092 3.377
C -22.314 14.605 -2.449
C -23.121 14.816 2.113
C -19.180 9.526 1.943
C -20.830 10.189 -1.387
C -21.571 13.828 -1.374
C -18.356 16.282 1.847
C -17.736 8.983 1.688
C -23.268 11.985 5.109
C -21.608 16.317 3.139
C -15.955 17.239 -1.810
C -17.227 18.060 -2.091
C -20.295 5.507 0.334
C -24.560 14.597 1.727
C -22.850 10.546 3.281
C -20.937 11.603 -0.877
C -21.605 17.718 3.685
C -18.875 15.222 0.847
C -24.524 12.508 5.757
C -23.075 9.192 2.685
C -20.244 6.386 -0.939
B -17.553 16.739 -0.263
B -19.285 7.510 0.810
H -25.137 11.705 6.179
H -22.224 17.796 4.590
H -24.687 14.965 0.703
H -24.238 13.226 6.522
H -22.094 18.452 3.039
H -24.078 9.224 2.236
H -20.956 16.295 2.267
H -21.728 14.793 -3.348
H -25.199 12.958 5.024
H -22.396 8.982 1.867
H -21.458 10.050 -2.265
H -22.507 11.702 5.831
H -21.128 9.525 -0.583
H -21.329 15.582 3.888
H -22.855 12.737 4.444
H -23.195 14.061 -2.802
H -20.582 14.243 -1.214
H -23.056 8.407 3.436
H -20.594 18.005 3.962
H -19.802 9.988 -1.688
H -24.788 13.534 1.685
H -25.240 15.119 2.391
H -22.195 13.854 -0.483
H -22.635 15.525 -1.962

Here are the Mulliken charges for atoms 1 to 8, given in e: Cr 1.229; O -0.420; O -0.610; O -0.604; O -0.614; O -0.460; O -0.548; O -0.525

=====

3.
Here is a 2-piece molecular cluster, C9H17ClSi overall from the OMol25 dataset. Energies are from ωB97M-V/def2-TZVPD.

## Properties
<S²> = 2.025
electronic energy = -30001.9012 eV
gap between HOMO and LUMO (spin up / spin down) = 7.9410 / 6.8545 eV
multiplicity = 3

CARTESIAN COORDINATES (ANGSTROEM)
Cl -0.766 -1.293 1.959
Si -1.182 -1.722 -1.012
C -2.119 2.101 -0.082
C -1.402 1.158 0.077
C -0.787 -0.898 -2.671
C -0.270 -0.816 0.384
C 1.500 0.987 0.951
C -3.034 -1.747 -0.619
C 1.626 0.867 2.466
C 1.138 -0.343 0.263
C 2.813 1.514 0.371
H 2.761 1.578 -0.713
H -3.455 -0.746 -0.609
H 1.345 -0.236 -0.804
H 1.986 1.806 2.882
H 1.795 -1.127 0.655
H 3.026 2.504 0.766
H -0.671 -3.111 -1.019
H -2.714 2.962 -0.207
H -3.219 -2.193 0.353
H 0.670 0.643 2.931
H -1.133 0.132 -2.687
H 0.697 1.696 0.713
H -3.576 -2.332 -1.355
H 0.278 -0.899 -2.884
H -1.278 -1.427 -3.481
H 3.637 0.857 0.640
H 2.334 0.083 2.731

Here are the Mulliken charges for atoms 1 to 8, given in e: Cl -0.121; Si 0.515; C -0.396; C -0.295; C -1.090; C 0.441; C 1.161; C -1.031

=====

4.
Here is a 2-piece molecular cluster, C2H6OSSi overall from the OMol25 dataset. Energies are from ωB97M-V/def2-TZVPD.

## Properties
energy above the lowest of the compared OMol25 structures with the same formula, charge and spin = 75.3 kcal per mole
electronic energy = -22928.5976 eV
gap between HOMO and LUMO = 7.9047 eV

CARTESIAN COORDINATES (ANGSTROEM)
S -0.456 -0.337 2.829
Si 0.174 -0.204 0.784
O 1.056 0.257 2.044
C -1.053 1.814 -0.887
C 0.777 -1.665 -0.257
H 1.808 -1.522 -0.554
H -0.212 1.831 -1.530
H -2.000 1.468 -1.138
H -1.002 2.527 -0.154
H 0.399 -1.585 -1.394
H 0.509 -2.584 0.257

Here are the Mulliken charges for atoms 1 to 8, given in e: S -0.151; Si 0.487; O -0.294; C -1.024; C -0.891; H 0.336; H 0.341; H 0.303

=====

5.
Here is a single C3H6N2O molecule from the OMol25 dataset. Energies are from ωB97M-V/def2-TZVPD.

## Properties
energy above the lowest of the compared OMol25 structures with the same formula, charge and spin = 29.3 kcal per mole
electronic energy = -8235.4286 eV
gap between HOMO and LUMO = 10.2832 eV
SMILES string = [H]/N=C/N(C)C=O

CARTESIAN COORDINATES (ANGSTROEM)
O 1.537 1.583 -1.031
N -1.803 -0.176 -1.104
N 0.223 -0.035 -0.039
C 1.127 -0.313 1.068
C -1.097 -0.476 -0.090
C 0.504 0.954 -0.994
H 1.630 -1.281 0.966
H -1.422 -1.035 0.798
H 1.894 0.464 1.058
H -0.415 0.997 -1.628
H -2.782 -0.401 -1.037
H 0.603 -0.280 2.033

Here are the Mulliken charges for atoms 1 to 8, given in e: O -0.541; N -0.576; N 0.038; C -0.863; C 0.029; C -0.033; H 0.268; H 0.326

=====

6.
Here is C4H10F6NaOP as an isolated structure from the OMol25 dataset. Energies are from ωB97M-V/def2-TZVPD.

## Properties
energy above the lowest of the compared OMol25 structures with the same formula, charge and spin = 0.0 kcal per mole
<S²> = 0.754
electronic energy = -36365.3671 eV
gap between HOMO and LUMO (spin up / spin down) = 12.5775 / 6.9757 eV
multiplicity = 2
net charge = +1

CARTESIAN COORDINATES (ANGSTROEM)
P 3.175 0.358 -0.933
Na 0.692 -0.167 -1.523
F 2.393 -1.123 -1.186
F 3.839 -0.260 0.378
F 2.273 0.904 -2.195
F 1.774 0.698 0.009
F 4.341 -0.072 -1.871
F 3.724 1.792 -0.638
O -0.031 -0.213 2.196
C 1.518 -2.070 2.106
C -1.357 1.756 1.793
C -0.666 0.880 2.813
C 0.868 -0.985 2.920
H 0.055 1.438 3.423
H 0.823 -2.500 1.387
H 2.362 -1.667 1.547
H 0.304 -1.440 3.767
H -1.409 0.470 3.522
H -2.059 1.180 1.190
H -0.620 2.214 1.132
H 1.603 -0.333 3.425
H 1.903 -2.852 2.757
H -1.904 2.542 2.307

Here are the Mulliken charges for atoms 1 to 8, given in e: P 1.259; Na 0.993; F -0.439; F -0.332; F -0.412; F -0.470; F -0.289; F -0.314

=====

7.
Here is C4H9N as an isolated structure from the OMol25 dataset. Energies are from ωB97M-V/def2-TZVPD.

## Properties
energy above the lowest of the compared OMol25 structures with the same formula, charge and spin = 96.5 kcal per mole
electronic energy = -5779.6264 eV
gap between HOMO and LUMO = 8.7555 eV

CARTESIAN COORDINATES (ANGSTROEM)
N -2.997 0.334 0.411
C 2.176 -0.035 0.160
C -0.163 0.577 -0.214
C -2.076 -0.093 -0.345
C 0.308 -0.731 -0.043
H 0.352 -1.372 -0.918
H -2.637 0.893 1.193
H -2.362 -0.710 -1.213
H 0.124 -1.219 0.909
H -0.200 1.227 0.653
H 2.711 -0.816 -0.379
H 2.388 -0.058 1.227
H 2.392 0.944 -0.267
H -0.015 1.059 -1.175

Here are the Mulliken charges for atoms 1 to 8, given in e: N -0.618; C -1.010; C -0.538; C -0.082; C -0.471; H 0.298; H 0.244; H 0.337